No. 1
A molecular structure, C5H8OS, computed with ωB97M-V/def2-TZVPD.

Its highest occupied orbital energy is -8.5 eV. For the total energy, the calculation gives -668.48570 hartree. The energy above the lowest of the compared OMol25 structures with the same formula, charge and spin comes out at 663.8 kJ/mol. The HOMO-LUMO gap is 7.868 eV. The multiplicity is 1.

CARTESIAN COORDINATES (ANGSTROEM)
C 0.25400 -0.64756 -0.06860
C 0.50501 -0.20036 1.32456
C 0.11193 1.23984 1.20384
C -0.83722 1.40418 0.21529
C -0.98825 0.09013 -0.60710
H 1.40559 -1.73904 -1.68059
H 0.36870 -1.78067 0.16870
H 0.12446 -0.74439 2.13418
H 1.44556 -0.19138 1.50048
H 0.06636 1.98353 2.15601
H -1.61076 2.18531 0.02346
H -1.85435 -0.54190 -0.33203
H 0.83841 -0.38204 -2.57338
O 1.39422 -0.70699 -0.98425
S -1.22364 0.03132 -2.48057


No. 2
A molecular structure, C28H70Be2N2O12, computed with ωB97M-V/def2-TZVPD.

Its highest occupied orbital energy (alpha / beta) is -10.4 / -10.4 eV. The charge is +1. For the total energy, the calculation gives -2149.72959 hartree. The HOMO-LUMO gap (alpha / beta) is 3.909 / 3.938 eV. The multiplicity is 2.

CARTESIAN COORDINATES (ANGSTROEM)
Be 0.34484 3.60603 -4.08276
Be -1.46203 4.95769 1.62903
O -2.68518 3.13944 0.15889
C -2.12648 1.91263 -0.24138
C -1.34347 1.78388 -1.64908
O -1.68820 2.49907 -2.85719
H -2.97738 1.23256 -0.28098
H -1.50060 1.57322 0.58395
H -1.33178 0.73747 -1.95402
H -0.26242 1.87930 -1.54743
O 1.16862 5.08905 0.76367
C 1.70492 3.89374 0.31073
C 2.46302 3.73938 -1.10485
O 1.95773 4.43777 -2.25308
H 0.93479 3.14866 0.51035
H 2.47282 3.64351 1.04273
H 2.49232 2.66576 -1.29084
H 3.51394 3.98020 -0.94459
C 1.72175 0.12026 0.82740
C 2.60229 -0.64573 1.90367
C 3.17616 -1.97266 1.33102
C 4.47082 -1.75782 0.57549
C 5.57898 -1.18574 1.44602
C 5.09318 0.18390 1.96469
N 3.71827 0.06955 2.62136
O 3.38140 1.16204 3.36794
C 6.20259 0.57794 2.90171
C 5.09145 1.28308 0.89323
C 1.65126 -1.25430 2.98854
H 1.34692 1.00844 1.33607
H 0.78358 -0.37334 0.57382
H 2.23339 0.35212 -0.10671
H 3.28112 -2.80464 2.02735
H 2.57540 -2.34425 0.50090
H 4.22990 -1.05008 -0.21770
H 4.87380 -2.60114 0.01466
H 6.43891 -1.11975 0.77949
H 5.73621 -1.95185 2.20528
H 5.93781 1.57657 3.24918
H 6.24567 -0.05687 3.78672
H 7.13738 0.67795 2.35010
H 4.78739 2.23983 1.31783
H 6.05102 1.32451 0.37786
H 4.37245 1.15839 0.08354
H 0.81572 -1.72047 2.46636
H 1.36442 -0.38449 3.57951
H 2.05126 -1.99801 3.67774
H 3.06881 1.79137 2.71386
C -2.46056 -4.51056 -1.07824
C -1.28692 -3.73305 -0.33325
C -0.47200 -4.68445 0.56507
C 0.39380 -5.66963 -0.24838
C 1.31460 -4.82126 -1.10462
C 0.64369 -3.73375 -2.03673
N -0.39845 -2.97530 -1.22861
O -1.11077 -2.04475 -2.00893
C 1.75643 -2.72282 -2.52736
C 0.12180 -4.53858 -3.30028
C -1.89446 -2.68094 0.68706
H -2.24251 -5.28299 -1.81573
H -3.15320 -3.80083 -1.53060
H -3.10559 -5.00930 -0.35485
H 0.14425 -4.04481 1.19689
H -1.07272 -5.15319 1.34450
H -0.17340 -6.28215 -0.94924
H 0.93559 -6.36290 0.39500
H 1.68640 -5.51521 -1.85848
H 2.22216 -4.46513 -0.61715
H 2.25666 -2.23879 -1.68856
H 2.57657 -3.14334 -3.10929
H 1.29719 -1.91987 -3.10396
H -0.57458 -5.33707 -3.04423
H -0.52755 -3.85463 -3.84677
H 0.87046 -5.01635 -3.93222
H -2.51206 -3.05448 1.50384
H -2.50457 -1.99136 0.10368
H -1.07649 -2.08462 1.09133
H -0.89317 -1.16226 -1.69995
C -3.92887 4.94456 4.03365
O -3.30209 4.15978 3.12269
H -3.73541 4.43395 4.97703
H -3.49121 5.94196 3.99183
H -5.00211 4.94823 3.84331
H -3.90624 3.45886 2.86712
C -5.72287 1.96660 -1.63470
O -5.72484 3.34942 -1.24466
H -5.30942 1.29256 -0.88449
H -6.75696 1.64816 -1.76643
H -5.18230 1.87969 -2.57722
H -5.92702 3.30067 -0.30745
C -0.34593 2.43841 3.86995
O -0.04448 3.67863 3.29064
H 0.31097 1.59452 3.65917
H -0.29029 2.53848 4.95392
H -1.31727 2.07998 3.52919
H 0.81062 3.83440 3.69825
C -0.15519 0.63024 -5.58548
O 0.89115 1.31579 -4.92407
H 0.08661 -0.35292 -5.98924
H -0.96491 0.54308 -4.86100
H -0.48154 1.22654 -6.43755
H 1.70300 0.80734 -4.98709
C -3.54504 -0.33636 -3.63240
O -3.46213 0.79228 -4.48780
H -4.42242 -0.84588 -4.03076
H -2.63786 -0.93975 -3.60006
H -3.71699 -0.04705 -2.59566
H -2.89049 1.44128 -4.07112
C -5.15041 1.80241 2.61603
O -5.07753 2.86701 1.65553
H -5.52500 0.92734 2.08495
H -4.19640 1.40483 2.96229
H -5.82250 2.04146 3.44019
H -4.22161 2.84359 1.22143


No. 3
2 unconnected molecules or ions with the total composition C9H14, computed with ωB97M-V/def2-TZVPD.

Its highest occupied orbital energy is -9.0 eV. For the total energy, the calculation gives -351.30888 hartree. The energy above the lowest of the compared OMol25 structures with the same formula, charge and spin comes out at 56.0 kJ/mol. The HOMO-LUMO gap is 9.993 eV. The multiplicity is 1. The SMILES is Cc1ccccc1.CC.

CARTESIAN COORDINATES (ANGSTROEM)
C -0.84293 2.46025 -1.77058
C 0.36847 -1.04721 -1.21253
C -0.51160 0.03725 -1.28997
C 1.69990 -0.87419 -0.89413
C 0.03551 1.31930 -1.34605
C 2.23581 0.41533 -0.94181
C 1.40810 1.51105 -1.14209
H -0.04577 -2.04352 -1.33191
H -1.58756 -0.05265 -1.34472
H 2.35260 -1.65288 -0.52885
H 3.27866 0.53256 -0.67887
H -0.27387 3.25688 -2.25812
H -1.32343 2.95759 -0.92044
H 1.80297 2.50972 -1.25874
H -1.62466 2.20797 -2.48321
C -0.73680 -0.67593 2.46977
C -1.07948 -2.16372 2.39986
H -1.51265 0.06993 2.62414
H 0.03294 -0.50263 3.22273
H -0.27138 -0.43966 1.51015
H -0.42467 -2.77427 3.03057
H -0.90462 -2.59283 1.41335
H -2.07556 -2.45835 2.73143


No. 4
A molecular structure, C4H5MnO3, computed with ωB97M-V/def2-TZVPD.

Its highest occupied orbital energy (alpha / beta) is -12.9 / -14.1 eV. The charge is +1. For the total energy, the calculation gives -1531.80561 hartree. The energy above the lowest of the compared OMol25 structures with the same formula, charge and spin comes out at 0.0 kJ/mol. The HOMO-LUMO gap (alpha / beta) is 8.247 / 8.923 eV. The multiplicity is 6.

CARTESIAN COORDINATES (ANGSTROEM)
O -3.54794 0.28187 0.16462
C -3.04432 -0.69420 0.46985
C -2.32071 -1.76401 0.88912
H -2.55515 -2.66675 0.30714
H -2.34666 -1.86739 1.98344
C 1.01487 0.16411 0.28855
O 0.87702 -0.40944 -0.83156
Mn -0.22428 -1.39220 0.45202
O 1.81487 1.20147 0.37721
C 2.45945 1.68845 -0.81171
H 3.13007 0.92485 -1.22286
H 1.71185 1.96576 -1.56434
H 3.03093 2.56748 -0.50147


No. 5
A molecular structure, C36H33N6O2PPdS2, computed with ωB97M-V/def2-TZVPD.

Its highest occupied orbital energy (alpha / beta) is -12.6 / -14.0 eV. The charge is +2. For the total energy, the calculation gives -3135.75762 hartree. The energy above the lowest of the compared OMol25 structures with the same formula, charge and spin comes out at 32.5 kJ/mol. The HOMO-LUMO gap (alpha / beta) is 6.602 / 6.087 eV. The multiplicity is 5.

CARTESIAN COORDINATES (ANGSTROEM)
Pd -0.37277 -0.51410 0.37607
N -2.00508 2.93080 2.59291
C -1.42078 1.84876 2.11168
S -2.28828 0.53244 1.54962
N -0.02835 1.93234 2.21292
N 0.60178 0.97635 1.60792
C 1.93723 0.94609 1.77821
C 2.66534 1.86860 2.63153
C 3.53692 1.34636 3.59820
C 4.22454 2.19863 4.44237
C 4.08289 3.57285 4.30147
C 3.24222 4.09959 3.32670
C 2.51785 3.25743 2.50642
C 2.63621 -0.11937 1.05268
C 4.01689 -0.11796 0.93133
C 4.63223 -1.16223 0.24972
C 3.84773 -2.16602 -0.27557
C 2.46272 -2.07409 -0.14298
N 1.87008 -1.07140 0.48352
H -3.01013 2.99278 2.62844
H -1.44680 3.65391 3.02235
H 3.63901 0.27459 3.71308
H 4.87379 1.79360 5.20629
H 4.63581 4.23868 4.95102
H 3.15634 5.17111 3.20798
H 1.88122 3.66475 1.73483
H 4.59690 0.69354 1.34280
H 5.70770 -1.18097 0.13678
H 4.28277 -3.00265 -0.80430
H 1.81147 -2.83801 -0.54853
O 2.32631 1.56519 -1.41641
C 1.25416 1.29839 -1.89336
O 0.13595 1.18449 -1.14867
C 0.96033 1.01616 -3.32256
C 1.78851 1.38118 -4.37135
C 1.38596 1.08495 -5.66466
C 0.18627 0.41355 -5.89756
C -0.62666 0.02514 -4.84139
C -0.23610 0.34669 -3.54841
P -1.18570 -0.03036 -2.05681
C -1.76373 -1.74240 -2.44044
C -3.03628 -2.06546 -2.92325
C -3.34274 -3.38091 -3.24548
C -2.39335 -4.38335 -3.08286
C -1.12615 -4.06942 -2.60872
C -0.81783 -2.75630 -2.28876
C -2.64171 1.01068 -2.02566
C -3.81794 0.59686 -1.39927
C -4.93964 1.40856 -1.41528
C -4.88889 2.64559 -2.04684
C -3.71753 3.07205 -2.65674
C -2.59595 2.25777 -2.64804
H 2.71980 1.89424 -4.17097
H 2.00795 1.37450 -6.50086
H -0.11350 0.19053 -6.91273
H -1.54577 -0.51611 -5.02935
H -3.78118 -1.29556 -3.07534
H -4.32031 -3.62007 -3.64540
H -2.63440 -5.40432 -3.35132
H -0.37617 -4.84382 -2.50651
H 0.18102 -2.50782 -1.94796
H -3.86014 -0.37061 -0.91348
H -5.85405 1.08068 -0.93861
H -5.76741 3.27696 -2.06816
H -3.67950 4.03498 -3.14843
H -1.68524 2.59148 -3.12999
C -1.43406 -5.68773 0.49556
N -2.38122 -4.59466 0.61431
C -3.79251 -4.77930 0.25596
C -4.41136 -3.39670 0.52570
N -3.22741 -2.59515 0.85009
C -2.11733 -3.33961 0.93358
S -0.56922 -2.75035 1.37604
H -1.74805 -6.51311 1.13335
H -0.44912 -5.35251 0.80560
H -1.39422 -6.03119 -0.53912
H -4.23187 -5.56667 0.86627
H -3.86548 -5.06914 -0.79306
H -5.10872 -3.41395 1.36148
H -4.91717 -2.99591 -0.35074
H -3.27294 -1.69638 1.29592


No. 6
A molecular structure, C15H38AuGeO2SbSe, computed with ωB97M-V/def2-TZVPD.

Its highest occupied orbital energy (alpha / beta) is -15.2 / -15.5 eV. The charge is +2. For the total energy, the calculation gives -5598.42192 hartree. The HOMO-LUMO gap (alpha / beta) is 9.761 / 6.002 eV. The multiplicity is 3.

CARTESIAN COORDINATES (ANGSTROEM)
Au 0.22666 0.12674 -2.06700
C -1.99196 -2.14403 -1.45537
O -1.82075 -1.04140 -2.36978
C -2.93147 -0.11920 -2.36787
C -2.89378 0.79531 -1.17406
O -1.67302 1.54078 -1.17327
C -1.80763 2.83045 -1.79610
H -2.89123 -2.69315 -1.73425
H -2.07351 -1.79576 -0.42605
H -1.12266 -2.78735 -1.55845
H -3.86423 -0.68673 -2.40473
H -2.84182 0.45166 -3.29227
H -2.93012 0.23886 -0.23862
H -3.75838 1.46248 -1.18930
H -2.52184 3.43758 -1.24048
H -2.14278 2.73258 -2.83186
H -0.83302 3.30963 -1.76523
Se 1.87613 0.38846 -0.23649
C -0.47178 1.86794 4.73901
C -1.78279 1.22173 4.30131
C -1.63856 0.02271 3.36847
C -1.01168 0.30926 1.98037
Ge 0.88906 0.22555 2.00913
C 1.56282 -1.48769 2.56620
C 2.09386 -1.49484 4.02093
C 3.19828 -0.48383 4.32308
C 4.36294 -0.55936 3.34111
H -0.62658 2.53695 5.58477
H -0.01660 2.46761 3.95013
H 0.25720 1.11541 5.06149
H -2.42315 1.97035 3.82525
H -2.32710 0.88082 5.18284
H -2.63130 -0.39479 3.18966
H -1.07854 -0.77129 3.87711
H -1.35690 1.25145 1.54940
H -1.30047 -0.48802 1.28683
H 1.65671 1.44226 2.52573
H 2.33477 -1.82549 1.87328
H 0.71778 -2.17256 2.45820
H 2.47392 -2.50145 4.20809
H 1.26035 -1.35853 4.71459
H 3.55580 -0.68463 5.33404
H 2.80343 0.53444 4.35477
H 4.78062 -1.56777 3.29672
H 5.16791 0.11712 3.62603
H 4.06760 -0.28501 2.32308
C -0.87146 -1.30610 -5.47089
Sb 0.75425 -0.34279 -4.56947
C 2.43842 -1.52464 -4.90806
C 1.05941 1.47845 -5.55521
H -0.51547 -1.63113 -6.44941
H -1.69714 -0.60733 -5.58245
H -1.17426 -2.15782 -4.86918
H 2.50617 -1.62414 -5.99199
H 2.31037 -2.49910 -4.44385
H 3.32129 -1.02773 -4.51387
H 1.42650 1.21870 -6.54892
H 1.80006 2.06790 -5.02108
H 0.11966 2.02049 -5.62602